Entry 1:
{
  "formula": "C7H10BrN4",
  "method": "the ωB97M-V functional and the def2-TZVPD basis",
  "symbols": ["C", "C", "C", "C", "C", "C", "C", "N", "N", "N", "N", "Br", "H", "H", "H", "H", "H", "H", "H", "H", "H", "H"],
  "positions_angstrom": [[-0.4680, -0.1193, -0.3420], [-0.2279, -1.4461, 0.1815], [1.6994, -0.6470, -0.1799], [1.1966, 1.6538, -0.8349], [4.1922, 0.8403, 1.1874], [-1.5841, 0.6917, -0.6327], [-1.3140, -2.4903, 0.5297], [1.0333, -1.7475, 0.1218], [0.8100, 0.4309, -0.5083], [-2.8921, 0.4281, -0.4653], [5.2352, 1.4129, 1.1115], [3.4866, -0.6159, -0.5932], [0.5363, 2.3280, -1.2464], [3.6429, 0.5508, 2.0840], [-1.2925, 1.4414, -1.3296], [-1.1279, -2.7147, 1.6193], [-2.3280, -2.1170, 0.1931], [-1.1846, -3.4933, 0.0769], [-3.2337, -0.1434, 0.2473], [-3.6467, 1.0079, -0.9453], [2.3153, 1.8872, -0.9310], [6.0622, 1.3243, 0.5359]],
  "forces_ev_per_angstrom": [[-0.8, 0.2, 1.2], [-3.2, -0.2, -1.4], [-1.3, 1.0, -0.8], [3.7, 1.5, -0.3], [1.0, -0.4, 0.6], [0.8, -1.6, -0.4], [0.6, 0.5, 0.2], [2.0, -0.2, 0.8], [1.2, -3.7, 0.9], [-1.1, 2.2, -1.9], [0.4, -0.1, 0.5], [-0.3, -0.2, -0.2], [-1.3, 1.3, -0.7], [-0.9, 0.3, -0.2], [-0.5, 0.9, -0.2], [-1.0, 0.5, -0.8], [1.1, -0.5, 1.0], [0.4, 0.8, -0.2], [-0.3, -1.0, 1.1], [1.9, -1.0, 1.0], [-2.0, -0.6, 0.2], [-0.3, 0.4, -0.5]],
  "nbo_charge": [-0.01, 0.27, 0.21, -0.18, 0.20, 0.06, -0.67, -0.43, -0.38, -0.73, -0.53, 0.37, 0.19, 0.23, 0.21, 0.26, 0.22, 0.26, 0.40, 0.43, 0.20, 0.44],
  "de_lowest_kcal_mol": 0.0,
  "spin_multiplicity": 3,
  "largest_force_ev_per_a": 3.99,
  "charge": 1
}



Entry 2:
{
  "formula": "C4H8GaN2OS2",
  "method": "the ωB97M-V functional and the def2-TZVPD basis",
  "symbols": ["S", "Ga", "C", "C", "S", "C", "N", "N", "C", "O", "H", "H", "H", "H", "H", "H", "H", "H"],
  "positions_angstrom": [[1.1548, -0.7908, 2.5962], [1.3572, -1.3881, 0.3656], [1.5966, 0.2241, -0.8781], [1.0492, 1.5673, -0.3473], [-0.5158, 2.0728, -1.1711], [-1.5721, 0.8571, -0.4980], [-2.2039, 1.0016, 0.5948], [-2.9113, -0.1889, 0.7851], [-2.6366, -0.9192, -0.1927], [-1.8072, -0.3152, -1.0828], [0.2957, 0.2390, 2.6088], [2.6883, -2.2985, 0.2728], [0.1085, -2.3334, -0.0046], [1.1441, -0.0260, -1.8286], [2.6606, 0.3613, -1.0502], [0.8077, 1.4672, 0.7017], [1.7486, 2.3810, -0.4744], [-2.9642, -1.9113, -0.3971]],
  "forces_ev_per_angstrom": [[0.2, 0.1, 0.3], [0.2, -0.4, -0.4], [-0.1, 0.4, 0.7], [-0.4, -1.2, -0.4], [0.2, 0.1, -0.2], [0.7, 1.0, -0.3], [-0.8, 0.0, 1.2], [-0.5, 1.0, 1.7], [0.6, -0.5, -1.5], [0.0, -1.0, -0.6], [-0.1, -0.1, -0.2], [0.0, 0.1, 0.2], [-0.2, 0.1, -0.1], [-0.1, 0.0, -0.3], [0.2, -0.2, -0.1], [0.0, 0.3, 0.4], [0.0, 0.4, -0.1], [-0.1, -0.4, -0.1]],
  "nbo_charge": [-0.66, 0.78, -0.90, -0.49, 0.20, 0.29, -0.31, -0.30, 0.31, -0.41, 0.12, -0.32, -0.35, 0.21, 0.21, 0.22, 0.21, 0.20],
  "largest_force_ev_per_a": 2.04,
  "charge": -1,
  "total_energy_ev": -83352.3073
}



Entry 3:
{
  "formula": "C5H7NO",
  "method": "the ωB97M-V functional and the def2-TZVPD basis",
  "symbols": ["C", "O", "C", "C", "C", "C", "N", "H", "H", "H", "H", "H", "H", "H"],
  "positions_angstrom": [[-0.1691, 1.1622, -1.8538], [-0.7815, 0.8814, -0.5987], [-0.2221, -0.0047, 0.2429], [-0.7705, 0.1189, 1.6345], [0.6793, -0.9400, -0.1214], [1.2808, -1.8025, 0.8364], [1.8143, -2.4936, 1.6004], [0.5142, 2.0097, -1.7355], [0.3858, 0.3161, -2.2644], [-0.9686, 1.4283, -2.5462], [-1.0753, 1.1489, 1.8357], [-0.0278, -0.1981, 2.3700], [-1.6478, -0.5274, 1.7449], [0.9881, -1.0994, -1.1449]],
  "forces_ev_per_angstrom": [[0.1, 0.0, -0.2], [0.0, 0.0, 0.1], [0.1, -0.2, 0.1], [0.0, 0.0, 0.0], [0.0, 0.1, 0.0], [0.5, -0.6, 0.8], [-0.5, 0.6, -0.7], [-0.1, -0.1, 0.0], [-0.2, 0.1, 0.1], [0.1, 0.0, 0.1], [0.1, -0.2, -0.1], [-0.1, 0.0, -0.1], [0.1, 0.1, 0.0], [0.0, 0.1, 0.1]],
  "nbo_charge": [-0.25, -0.49, 0.44, -0.68, -0.49, 0.27, -0.34, 0.19, 0.18, 0.20, 0.23, 0.25, 0.24, 0.24],
  "de_lowest_kcal_mol": 29.8,
  "largest_force_ev_per_a": 1.08,
  "smiles": "CO/C(C)=C/C#N"
}



Entry 4:
{
  "formula": "C5H14N2S",
  "method": "the ωB97M-V functional and the def2-TZVPD basis",
  "symbols": ["C", "C", "N", "C", "N", "C", "C", "S", "H", "H", "H", "H", "H", "H", "H", "H", "H", "H", "H", "H", "H", "H"],
  "positions_angstrom": [[-1.0597, 1.5410, -2.2717], [-0.2062, 0.5536, -1.4811], [1.1001, 1.1163, -1.1160], [-0.9509, 0.2353, -0.1546], [-0.4869, -0.9515, 0.4889], [-0.2860, -1.0505, 1.9072], [0.9788, -1.8171, 2.2710], [2.4652, -0.8448, 1.8790], [-0.5176, 1.9023, -3.1345], [-1.9463, 1.0621, -2.6614], [-1.3436, 2.4190, -1.6907], [-0.0007, -0.3989, -1.9752], [1.0225, 2.0894, -0.8405], [1.7747, 1.0391, -1.8628], [-2.0308, 0.2321, -0.3436], [-0.7469, 1.1222, 0.4539], [-0.5262, -1.8031, -0.0450], [-1.1665, -1.3940, 2.4698], [-0.1016, -0.0406, 2.2787], [1.0014, -1.9984, 3.3305], [1.0418, -2.7567, 1.7311], [1.9854, -0.2568, 0.7671]],
  "forces_ev_per_angstrom": [[0.3, -0.4, -0.5], [-0.1, 0.5, 1.2], [0.1, -0.3, 0.1], [0.1, 0.3, -0.6], [0.6, 0.0, 0.1], [0.0, 0.6, 0.2], [-0.1, 0.2, -0.7], [0.2, 0.1, 0.1], [0.3, 0.1, -0.3], [-0.5, -0.1, 0.0], [0.0, -0.1, 0.2], [-0.2, 0.2, -0.4], [0.0, -0.1, -0.1], [0.0, 0.1, -0.1], [-0.1, 0.0, -0.1], [-0.1, -0.3, 0.4], [-0.2, 0.0, 0.1], [0.1, -0.4, -0.1], [-0.2, 0.2, -0.1], [0.1, -0.2, 0.5], [-0.1, -0.3, 0.1], [-0.1, -0.1, -0.1]],
  "nbo_charge": [-0.63, -0.05, -0.85, -0.20, -0.66, -0.22, -0.51, -0.10, 0.21, 0.21, 0.20, 0.19, 0.35, 0.36, 0.16, 0.19, 0.37, 0.17, 0.20, 0.22, 0.20, 0.16],
  "de_lowest_kcal_mol": 3.9,
  "largest_force_ev_per_a": 1.29,
  "smiles": "C[C@@H](N)CNCCS"
}



Entry 5:
{
  "formula": "C5H8N2",
  "method": "the ωB97M-V functional and the def2-TZVPD basis",
  "symbols": ["C", "C", "C", "N", "C", "N", "C", "H", "H", "H", "H", "H", "H", "H", "H"],
  "positions_angstrom": [[1.1602, -0.0236, -1.4097], [0.7258, -1.4350, -0.1745], [-0.6684, -1.6489, -0.1281], [-1.2990, -0.6074, 0.4909], [-0.4449, 0.3790, 0.8157], [-0.9248, 1.5644, 1.4069], [0.8276, -0.0843, 0.3759], [0.9005, 1.0387, -1.5099], [2.2344, -0.1470, -1.5169], [0.6352, -0.5713, -2.1855], [-1.2542, -2.5062, -0.4399], [-2.2821, -0.5510, 0.7313], [-0.2802, 1.9166, 2.1043], [-1.0871, 2.3052, 0.7300], [1.7570, 0.3708, 0.7096]],
  "forces_ev_per_angstrom": [[0.1, 0.2, -0.5], [-0.3, 0.0, 0.2], [0.0, -0.1, -0.1], [0.1, 0.2, 0.1], [0.0, -0.3, -0.2], [0.1, 0.1, 0.0], [0.1, 0.1, 0.2], [0.0, -0.2, 0.1], [-0.2, 0.0, 0.0], [0.1, 0.0, 0.1], [0.1, 0.1, 0.1], [0.1, 0.0, -0.1], [-0.1, 0.0, 0.0], [0.0, -0.1, 0.1], [-0.2, -0.1, -0.1]],
  "nbo_charge": [-0.53, -0.24, -0.17, -0.43, 0.24, -0.84, -0.30, 0.20, 0.23, 0.25, 0.20, 0.42, 0.38, 0.37, 0.23],
  "de_lowest_kcal_mol": 106.9,
  "largest_force_ev_per_a": 0.53
}



Entry 6:
{
  "formula": "C14H20N2O",
  "method": "the ωB97M-V functional and the def2-TZVPD basis",
  "symbols": ["C", "C", "C", "N", "C", "C", "C", "C", "C", "C", "H", "H", "H", "H", "H", "H", "H", "H", "H", "C", "C", "N", "C", "C", "C", "O", "H", "H", "H", "H", "H", "H", "H", "H", "H", "H", "H"],
  "positions_angstrom": [[2.8302, 0.9019, -2.9103], [1.5043, 0.5276, -2.3609], [0.8540, -0.6568, -2.4549], [-0.4968, -0.4772, -2.1956], [-0.5988, 0.7099, -1.4871], [-1.6459, 1.2093, -0.7398], [-1.6106, 2.5711, -0.4112], [-0.4777, 3.3244, -0.6857], [0.6592, 2.7608, -1.2320], [0.6303, 1.4325, -1.6562], [3.2523, 1.8230, -2.4945], [2.6700, 1.3910, -3.8864], [3.5273, 0.0939, -3.1074], [1.1968, -1.4521, -3.1025], [-1.1270, -1.1858, -1.8537], [-2.5659, 0.6971, -0.4846], [-2.3349, 2.8822, 0.3317], [-0.5517, 4.3942, -0.5314], [1.5753, 3.2859, -1.4805], [-0.5117, 0.4258, 2.7551], [-0.3144, -1.0669, 2.9092], [0.1140, -1.7838, 1.7166], [1.3835, -1.3937, 1.0177], [-0.8026, -2.2728, 0.8252], [-2.1285, -2.8215, 1.2425], [-0.4873, -2.3123, -0.3613], [-1.1086, 0.8019, 3.5798], [-0.5446, 0.8735, 1.7602], [0.4321, 0.9425, 2.9997], [0.3798, -1.4163, 3.6821], [-1.2394, -1.4993, 3.3009], [1.1292, -0.4187, 0.6170], [2.0707, -1.0628, 1.8032], [1.7661, -2.3270, 0.6391], [-2.7326, -2.1218, 1.8337], [-2.6414, -3.2227, 0.3795], [-2.0549, -3.5570, 2.0427]],
  "forces_ev_per_angstrom": [[-0.2, 1.4, -1.4], [0.6, 0.4, 1.2], [-0.2, 0.3, -2.1], [-0.2, 0.5, 1.6], [0.8, 0.1, -0.9], [-0.7, 1.3, -0.2], [0.5, -1.7, 0.9], [0.1, 0.9, -0.1], [0.5, -0.4, -0.9], [-1.6, -0.7, 0.2], [0.4, -0.7, 1.1], [-0.3, -0.7, -0.4], [0.2, 0.0, 0.5], [-0.1, -0.4, 0.4], [0.5, -0.6, -0.3], [0.2, -0.5, -0.2], [-0.3, 0.6, -0.5], [0.4, 0.0, 0.3], [-0.2, 0.5, 0.3], [2.6, 1.0, 0.9], [-0.1, -1.4, 0.2], [-0.5, -0.3, -0.6], [-1.1, 0.8, 3.5], [0.6, 0.2, -0.5], [-0.4, 0.3, 1.6], [-0.4, -0.8, 0.1], [-0.9, 0.2, -0.6], [-1.5, -0.5, -0.1], [0.3, -0.4, 0.3], [0.3, 0.9, 0.2], [-0.1, -0.1, -0.5], [0.6, -0.4, -2.0], [0.1, -0.4, 0.3], [0.2, 0.6, -1.4], [-0.1, 0.5, -0.8], [-0.1, 0.1, 0.0], [0.5, -0.6, -0.3]],
  "nbo_charge": [-0.64, -0.09, -0.01, -0.55, 0.22, -0.29, -0.22, -0.25, -0.20, -0.12, 0.22, 0.22, 0.23, 0.21, 0.43, 0.21, 0.21, 0.21, 0.21, -0.68, -0.22, -0.43, -0.42, 0.68, -0.72, -0.67, 0.23, 0.25, 0.21, 0.20, 0.20, 0.23, 0.19, 0.24, 0.23, 0.25, 0.24],
  "de_lowest_kcal_mol": 56.4,
  "largest_force_ev_per_a": 3.81,
  "smiles": "Cc1c[nH]c2ccccc12.CCN(C)C(C)=O"
}



Entry 7:
{
  "formula": "C5H9NO",
  "method": "the ωB97M-V functional and the def2-TZVPD basis",
  "symbols": ["C", "C", "C", "C", "C", "H", "H", "H", "H", "H", "H", "H", "H", "H", "N", "O"],
  "positions_angstrom": [[-0.2897, -0.7167, -0.6607], [0.1378, -0.8762, 0.7302], [1.4900, 0.0819, 0.6967], [-0.1361, 0.7875, -0.3737], [-0.6737, 0.5458, 1.0006], [-1.7441, -0.4643, -2.1266], [-2.1247, -1.7828, -1.1814], [0.5849, -1.1412, -1.1168], [-0.1045, -1.5952, 1.5597], [2.0661, 0.4398, 1.4722], [2.4390, -0.2204, 0.1727], [-0.5237, 1.5573, -1.1844], [-0.2795, 1.5078, 1.5266], [-1.6961, 0.2893, 1.1774], [-1.6220, -0.8419, -1.0919], [1.1958, 1.0462, -0.1268]],
  "forces_ev_per_angstrom": [[1.6, 0.1, -1.3], [0.5, 4.0, 5.6], [3.8, -6.1, -0.3], [-2.4, 1.9, -3.6], [0.3, 1.6, 0.9], [0.6, -0.7, 3.0], [1.6, 1.4, 0.7], [-0.1, -0.6, -2.3], [0.8, 0.2, -1.4], [-0.4, 0.6, 3.5], [-0.5, -2.1, 0.1], [0.5, -1.5, 1.8], [-0.8, -2.3, 0.5], [-0.6, 0.5, -0.2], [-3.1, -1.5, -3.7], [-2.0, 4.5, -3.2]],
  "nbo_charge": [-0.13, -0.22, -0.09, 0.11, -0.44, 0.37, 0.38, 0.17, 0.24, 0.19, 0.16, 0.19, 0.21, 0.23, -0.84, -0.52],
  "de_lowest_kcal_mol": 135.4,
  "largest_force_ev_per_a": 7.15
}



Entry 8:
{
  "formula": "C15H15CeN3P",
  "method": "the ωB97M-V functional and the def2-TZVPD basis",
  "symbols": ["C", "C", "C", "C", "C", "Ce", "P", "H", "H", "H", "H", "H", "H", "H", "H", "N", "C", "C", "C", "C", "C", "C", "C", "N", "C", "C", "N", "C", "H", "H", "H", "H", "H", "H", "H"],
  "positions_angstrom": [[2.1603, -0.4780, -3.7452], [2.7431, 0.2185, -4.7866], [2.2145, 1.4097, -5.3316], [0.9428, 1.8714, -4.8884], [0.1439, 1.2259, -3.9554], [1.7736, 1.2554, -2.5050], [2.7369, -1.3997, -0.7801], [2.4848, -1.4581, -3.3665], [3.7003, -0.1286, -5.2130], [2.7299, 1.9571, -6.1267], [-0.8449, 1.6216, -3.7190], [0.6186, 2.8144, -5.3366], [3.4139, -1.4596, 0.4838], [3.6971, -2.2479, -1.4161], [1.7827, -2.4247, -0.5782], [-2.9773, -1.2394, 7.5070], [-2.6194, -1.0183, 6.4106], [-2.2090, -0.7364, 5.0588], [-0.9082, -0.2646, 4.8034], [-0.5016, -0.0276, 3.4875], [-1.4273, -0.1338, 2.4500], [-2.7323, -0.5952, 2.6944], [-3.1163, -0.9240, 4.0010], [-1.0177, 0.1920, 1.1566], [-1.8519, 0.2765, 0.0448], [-1.0647, 0.6632, -0.9875], [0.2645, 0.7486, -0.5713], [0.2527, 0.4810, 0.7476], [-0.2199, -0.0485, 5.6229], [0.5181, 0.2908, 3.2756], [-3.4457, -0.6946, 1.8788], [-4.1346, -1.2848, 4.1997], [-2.9257, 0.1081, 0.0639], [-1.3094, 0.9594, -1.9818], [1.1283, 0.4706, 1.4025]],
  "forces_ev_per_angstrom": [[0.4, 0.3, 1.2], [1.0, -0.5, -0.8], [-0.4, 0.2, 1.4], [-0.3, 0.3, -1.1], [0.9, 1.1, 1.2], [-0.2, -1.3, -1.4], [0.9, -0.3, 0.2], [0.0, 0.3, -0.9], [-0.6, 0.0, 0.0], [0.0, -0.2, 0.6], [-0.1, 0.0, -0.5], [-0.2, -0.4, -0.2], [-0.5, -0.1, -0.3], [-0.3, 0.4, 0.1], [0.1, 0.2, 0.1], [1.0, 0.6, -2.8], [-0.9, -0.5, 2.7], [0.2, 0.1, -0.4], [-0.1, 0.0, -0.4], [-0.4, 0.2, 0.5], [-0.5, -0.8, 1.5], [0.3, 0.1, 0.4], [0.2, 0.3, -0.3], [0.5, 0.2, -1.6], [0.1, 0.3, 0.1], [0.7, -0.1, 0.5], [-0.8, 0.2, 1.5], [-0.6, -0.1, -1.0], [-0.3, -0.3, -0.2], [-0.3, 0.0, 0.3], [0.2, -0.1, 0.3], [0.6, 0.2, -0.1], [0.5, 0.1, 0.1], [-0.4, -0.3, -0.2], [-0.5, 0.0, -0.4]],
  "lowdin_charge": [-0.27, -0.25, -0.14, -0.28, -0.21, 1.14, 0.72, 0.02, 0.12, 0.12, 0.05, 0.11, -0.11, -0.09, -0.10, 0.18, -0.16, -0.22, 0.00, 0.00, -0.19, 0.02, 0.01, 0.00, 0.01, -0.09, -0.11, -0.11, 0.13, 0.11, 0.11, 0.14, 0.13, 0.08, 0.13],
  "largest_force_ev_per_a": 3.03,
  "charge": 1,
  "total_energy_ev": -42474.3915
}



Please write out number 1 again, unchanged.
{
  "formula": "C7H10BrN4",
  "method": "the ωB97M-V functional and the def2-TZVPD basis",
  "symbols": ["C", "C", "C", "C", "C", "C", "C", "N", "N", "N", "N", "Br", "H", "H", "H", "H", "H", "H", "H", "H", "H", "H"],
  "positions_angstrom": [[-0.4680, -0.1193, -0.3420], [-0.2279, -1.4461, 0.1815], [1.6994, -0.6470, -0.1799], [1.1966, 1.6538, -0.8349], [4.1922, 0.8403, 1.1874], [-1.5841, 0.6917, -0.6327], [-1.3140, -2.4903, 0.5297], [1.0333, -1.7475, 0.1218], [0.8100, 0.4309, -0.5083], [-2.8921, 0.4281, -0.4653], [5.2352, 1.4129, 1.1115], [3.4866, -0.6159, -0.5932], [0.5363, 2.3280, -1.2464], [3.6429, 0.5508, 2.0840], [-1.2925, 1.4414, -1.3296], [-1.1279, -2.7147, 1.6193], [-2.3280, -2.1170, 0.1931], [-1.1846, -3.4933, 0.0769], [-3.2337, -0.1434, 0.2473], [-3.6467, 1.0079, -0.9453], [2.3153, 1.8872, -0.9310], [6.0622, 1.3243, 0.5359]],
  "forces_ev_per_angstrom": [[-0.8, 0.2, 1.2], [-3.2, -0.2, -1.4], [-1.3, 1.0, -0.8], [3.7, 1.5, -0.3], [1.0, -0.4, 0.6], [0.8, -1.6, -0.4], [0.6, 0.5, 0.2], [2.0, -0.2, 0.8], [1.2, -3.7, 0.9], [-1.1, 2.2, -1.9], [0.4, -0.1, 0.5], [-0.3, -0.2, -0.2], [-1.3, 1.3, -0.7], [-0.9, 0.3, -0.2], [-0.5, 0.9, -0.2], [-1.0, 0.5, -0.8], [1.1, -0.5, 1.0], [0.4, 0.8, -0.2], [-0.3, -1.0, 1.1], [1.9, -1.0, 1.0], [-2.0, -0.6, 0.2], [-0.3, 0.4, -0.5]],
  "nbo_charge": [-0.01, 0.27, 0.21, -0.18, 0.20, 0.06, -0.67, -0.43, -0.38, -0.73, -0.53, 0.37, 0.19, 0.23, 0.21, 0.26, 0.22, 0.26, 0.40, 0.43, 0.20, 0.44],
  "de_lowest_kcal_mol": 0.0,
  "spin_multiplicity": 3,
  "largest_force_ev_per_a": 3.99,
  "charge": 1
}